The following is a quantum chemistry calculation of a structure of composition C11H14AgO2 in a non-equilibrium geometry, from the OMol25 dataset.

E_tot: -19717.986 eV
Lowest unoccupied orbital energy: -5.83 eV
Orbital gap: 7.01 eV
Charge: +1

Geometry as XYZ:
```
28
Properties=species:S:1:pos:R:3:mulliken_charge:R:1
C 0.26805 2.65997 -2.22950 -1.31
C -0.69443 1.47668 -1.82288 0.59
C -1.40057 0.78153 -2.77520 -0.39
C -2.31129 -0.39211 -2.27160 -0.06
O -3.30642 -0.72100 -2.88957 -0.49
C -1.83253 -1.10584 -0.96465 -0.46
C -1.09272 -0.41948 -0.02816 0.51
C -0.64592 -1.16397 1.25719 -1.16
C 0.75493 -0.70482 1.79732 1.00
C 1.80953 -0.31217 0.67965 -1.14
C 1.39096 -1.95519 2.59170 -1.16
C -0.80654 1.07266 -0.32052 0.53
O -0.65252 1.85227 0.62880 -0.61
H 0.94195 2.95724 -1.37563 0.25
H 0.95668 2.26406 -3.03416 0.36
H -0.28956 3.53692 -2.65188 0.34
H -1.31838 1.05784 -3.85747 0.43
H -2.11683 -2.18459 -0.82327 0.40
H -0.58249 -2.26185 1.00536 0.50
H -1.40780 -1.10208 2.08944 0.31
H 0.56792 0.13113 2.56852 0.25
H 1.51635 -0.63141 -0.35910 0.27
H 2.85906 -0.63417 0.89543 0.45
H 1.84429 0.82385 0.63853 0.22
H 2.34727 -2.28901 2.10222 0.29
H 0.71227 -2.84816 2.59868 0.33
H 1.58826 -1.67762 3.66407 0.29
Ag 0.90046 1.78933 2.88672 0.44
```



The following is a quantum chemistry calculation of a structure of composition C11H14AuN4O9P2S in a non-equilibrium geometry, from the OMol25 dataset.

E_tot: -69133.332 eV
Lowest unoccupied orbital energy: 1.75 eV
Orbital gap: 7.66 eV
Charge: -1

Geometry as XYZ:
```
42
Properties=species:S:1:pos:R:3:mulliken_charge:R:1
Au 0.34171 1.70684 -2.47225 0.41
N -0.12223 -3.00995 -4.36784 -0.36
C 0.15842 -1.92298 -3.36733 0.72
C 0.81861 -2.52635 -2.16997 -1.57
P 1.19840 -0.71489 -4.28422 0.88
O 2.58419 -0.76336 -3.41796 -0.51
O 1.22629 -1.32046 -5.69641 -0.88
O 0.57834 0.71910 -4.32465 -0.73
P -1.59372 -1.34075 -3.07272 0.43
O -1.99962 -0.86707 -4.59806 -0.56
O -2.36550 -2.57404 -2.64076 -0.74
O -1.56690 -0.16626 -2.10600 -0.40
H -0.03115 -2.68481 -5.38796 0.39
H -1.01580 -3.48359 -4.15819 0.36
H 0.58537 -3.81444 -4.36620 0.36
H 1.67731 -3.11056 -2.46067 0.49
H 0.01943 -3.03013 -1.51946 0.39
H 1.29197 -1.76203 -1.49181 0.27
H 3.02856 0.11016 -3.52834 0.36
H -1.52021 -0.08772 -4.84241 0.35
O 0.07102 -1.61277 4.59375 -0.66
S -1.19868 -1.41506 5.29258 1.09
O -2.46239 -1.27666 4.58340 -0.63
O -1.27363 -2.02355 6.61253 -0.64
C -0.72182 0.35116 5.22317 0.20
N -0.11127 0.94970 6.26072 -0.55
C 0.63903 1.98174 5.87821 -0.27
C 0.74308 2.48490 4.61642 -0.73
C -0.18838 1.93105 3.74164 0.55
N -0.98400 0.92211 4.07641 -0.30
C -0.13626 2.23242 2.25100 1.13
C 1.01721 2.72692 1.64604 -0.65
C 1.08914 2.74830 0.22530 -0.41
N 0.00189 2.33671 -0.53234 -0.49
C -1.09896 1.86061 0.07346 -0.39
C -1.18513 1.79605 1.46445 -0.48
H 1.25539 2.39629 6.67402 0.39
H 1.37664 3.34537 4.39820 0.33
H 1.92049 3.05297 2.18419 0.26
H 1.92372 3.01602 -0.36528 0.47
H -1.88988 1.51657 -0.52183 0.67
H -2.08069 1.32241 1.89712 0.43
```



The following is a quantum chemistry calculation of a structure of composition C11H14BN7NiSe in a non-equilibrium geometry, from the OMol25 dataset.

<S²>: 2.025
E_tot: -129122.215 eV
Energy relative to the best compared isomer or geometry (same formula, charge and spin): 5.0825 eV
Lowest unoccupied orbital energy (alpha / beta): -1.55 / -3.91 eV
Orbital gap (alpha / beta): 6.57 / 4.22 eV
Multiplicity: 3

Geometry as XYZ:
```
35
Properties=species:S:1:pos:R:3:lowdin_spin:R:1
H 0.84890 2.23795 0.49598 0.00
N 0.92362 0.93336 -1.07910 0.00
B 0.08804 0.16218 -3.62299 0.00
N 0.53079 1.11710 -2.43082 0.00
C 0.58638 2.48167 -2.75723 0.00
Ni 2.55550 -0.12515 -0.02634 0.99
H 0.63665 2.91771 -3.73868 0.00
C 0.80375 3.16889 -1.54615 0.00
H 0.97282 4.26612 -1.38532 0.00
C 0.83598 2.20586 -0.61308 0.00
H 0.43303 0.61861 -4.71390 0.00
C -0.73478 -0.33980 2.28593 0.01
H 0.12828 0.14285 2.63502 0.00
H -0.69182 -1.37909 2.00228 0.00
H -1.24479 0.20785 1.48134 0.00
N -1.36082 -0.31475 -3.53869 0.00
N 1.17188 -1.02919 -3.20801 0.00
N -1.75115 -0.98806 -2.41553 0.00
N 1.54704 -1.36494 -1.87062 0.00
C -2.47409 -0.00617 -4.33268 0.00
C 1.98093 -1.68818 -4.15561 0.00
H -2.45780 0.43236 -5.29662 0.00
H 2.09360 -1.44189 -5.24805 0.00
C -3.65491 -0.47339 -3.61709 0.00
C 2.76134 -2.68291 -3.42925 0.00
C -3.05354 -0.95854 -2.42892 0.00
C 2.35961 -2.47948 -2.03399 0.00
H -4.70139 -0.47331 -3.86122 0.00
H 3.51111 -3.38265 -3.77679 0.00
H -3.55706 -1.34135 -1.55793 0.00
H 2.60646 -3.02619 -1.15479 0.00
H -1.25019 -0.22407 3.36994 0.00
Se 1.11131 1.60453 5.81929 0.69
C -0.28338 0.87412 5.03296 0.05
N -1.27138 0.34775 4.53218 0.24
```



The following is a quantum chemistry calculation of a structure of composition C11H14BN7Pd in a non-equilibrium geometry, from the OMol25 dataset.

<S²>: 2.007
E_tot: -26216.101 eV
Energy relative to the best compared isomer or geometry (same formula, charge and spin): 0.5227 eV
Lowest unoccupied orbital energy (alpha / beta): -0.75 / -1.51 eV
Orbital gap (alpha / beta): 7.81 / 7.05 eV
Multiplicity: 3

Geometry as XYZ:
```
34
Properties=species:S:1:pos:R:3:lowdin_spin:R:1
H 1.66223 2.63306 2.21215 0.01
N 1.09620 1.25546 0.67074 0.10
B 0.23550 0.20499 -1.55088 0.00
N 0.36892 1.35501 -0.50346 0.01
C 0.12058 2.66192 -0.73429 0.00
Pd 2.65884 0.13377 1.11293 0.76
H -0.37933 2.98928 -1.64619 0.00
C 0.62770 3.39939 0.33855 0.01
H 0.68093 4.45217 0.47811 0.00
C 1.18975 2.49509 1.23818 0.02
H 0.61741 0.64030 -2.60223 0.00
C -0.52183 -1.21132 3.59250 0.79
H 0.44338 -0.84476 4.00181 0.05
H -0.17874 -1.95728 2.88834 0.05
H -0.91837 -0.43816 2.94877 0.05
N -1.27392 -0.14738 -1.71369 0.00
N 1.03360 -1.08890 -1.26906 0.01
N -2.08429 0.00108 -0.60797 0.00
N 1.91697 -1.27223 -0.19857 0.08
C -2.01029 -0.54588 -2.78808 0.00
C 1.27787 -2.02919 -2.21898 0.00
H -1.54425 -0.71651 -3.75883 0.00
H 0.71011 -2.06035 -3.14717 0.00
C -3.34609 -0.62627 -2.38673 0.00
C 2.32131 -2.83568 -1.76896 0.00
C -3.32529 -0.30976 -1.00613 0.00
C 2.66983 -2.37127 -0.48959 0.01
H -4.20516 -0.87520 -2.98126 0.00
H 2.82695 -3.63601 -2.27399 0.00
H -4.17372 -0.30409 -0.33029 0.00
H 3.45540 -2.72306 0.16656 0.00
H -0.87434 0.17037 4.65189 0.03
N -0.37996 2.35920 4.87764 0.00
C -0.69794 1.24218 4.79818 0.02
```



- What is the E_tot in the fourth record?
  -26216.101 eV